Record 1
{
  "formula": "C2H5NO",
  "method": "ωB97M-V/def2-TZVPD",
  "elements": ["C", "N", "C", "O", "H", "H", "H", "H", "H"],
  "positions_angstrom": [[-1.26193, 0.27108, 0.59396], [-0.22876, -0.13443, -0.55654], [1.15593, -0.27054, -0.12083], [1.51942, -1.21277, 0.52119], [-0.77697, -0.12824, 1.49601], [-1.19523, 1.36639, 0.64104], [-0.57157, -1.03089, -0.89048], [-0.30800, 0.54888, -1.31043], [1.80598, 0.56425, -0.43067]],
  "forces_ev_per_angstrom": [[0.35, 0.22, 0.07], [-0.13, -0.19, -0.18], [0.13, -0.28, 0.40], [-0.21, 0.43, -0.50], [-0.13, 0.02, -0.13], [0.17, -0.04, -0.04], [0.09, -0.07, -0.02], [-0.08, -0.17, 0.16], [-0.19, 0.07, 0.23]],
  "total_energy_ha": -209.0702,
  "charge": 0
}

---

Record 2
{
  "formula": "C2H5NO",
  "method": "ωB97M-V/def2-TZVPD",
  "elements": ["C", "C", "N", "O", "H", "H", "H", "H", "H"],
  "positions_angstrom": [[0.87161, 0.33998, 1.08431], [-0.06096, -0.28615, -0.01297], [-0.01208, 0.64641, -1.16035], [-0.97666, -1.06608, 0.00723], [1.98237, 0.45920, 0.86173], [0.41758, 1.27396, 1.44245], [0.83979, -0.24093, 2.09884], [-0.92295, 0.88273, -1.44382], [0.71710, 1.30585, -1.32258]],
  "forces_ev_per_angstrom": [[0.46, -2.27, 2.64], [-0.05, 4.04, -1.67], [0.50, -2.51, 1.68], [1.15, -0.14, 0.89], [-1.68, -0.05, -0.23], [0.21, 0.04, -0.84], [0.11, 0.39, -2.01], [-0.94, 0.20, -0.83], [0.24, 0.29, 0.36]],
  "total_energy_ha": -209.1843,
  "smiles": "CC(N)=O",
  "charge": 0
}

---

Record 3
{
  "formula": "C2H5NO",
  "method": "ωB97M-V/def2-TZVPD",
  "elements": ["C", "C", "O", "H", "H", "N", "H", "H", "H"],
  "positions_angstrom": [[1.29555, 0.63377, 0.38699], [1.21558, -0.49080, -0.31472], [1.59402, -1.41583, -0.88757], [0.63757, 1.49762, 0.07778], [1.21996, 0.15721, 1.32425], [-1.77913, -0.01122, -0.17403], [-1.96263, -0.95654, 0.21950], [-0.89040, 0.70289, 0.34793], [-1.33053, -0.11711, -0.98013]],
  "forces_ev_per_angstrom": [[-1.78, 0.73, -1.39], [2.48, 0.56, -1.28], [-1.05, -0.72, -0.18], [1.24, -0.92, 0.66], [0.02, 0.58, 2.21], [0.62, 3.12, 5.61], [0.78, 1.26, 0.20], [-4.21, -3.71, -1.20], [1.89, -0.91, -4.62]],
  "total_energy_ha": -209.0847,
  "smiles": "C=C=O.N",
  "charge": 0
}

---

Record 4
{
  "formula": "C2H5NO2",
  "method": "ωB97M-V/def2-TZVPD",
  "elements": ["H", "N", "C", "C", "O", "O", "H", "H", "H", "H"],
  "positions_angstrom": [[0.91457, 0.98364, 1.27074], [0.37590, 1.57032, 0.62440], [0.01969, 0.89001, -0.43885], [0.56837, -0.45014, -0.69198], [-0.91226, -1.00266, -0.33186], [-0.92183, -1.30484, 1.08343], [-0.58420, 1.37367, -1.21517], [0.81494, -0.63088, -1.73859], [1.26387, -0.81891, 0.06186], [-1.53904, -0.61021, 1.37602]],
  "forces_ev_per_angstrom": [[0.18, 0.14, -0.45], [-1.73, -0.93, -1.59], [3.20, 2.67, 2.08], [-3.43, -0.18, 0.83], [1.94, -1.26, -0.45], [-0.09, 0.59, -0.86], [0.06, -0.22, 0.35], [-0.27, -0.57, 0.24], [-0.14, -0.04, -0.29], [0.27, -0.19, 0.13]],
  "total_energy_ha": -284.2743,
  "smiles": "[H]/N=C\\COO",
  "charge": 0
}

---

Summary of energy above the lowest of the compared OMol25 structures with the same formula, charge and spin in kJ/mol
399.4, 99.9, 361.4, 507.0
(order as listed above)
Summary of HOMO level in eV
-7.253, -9.964, -9.327, -9.648
(order as listed above)